## w
The following is a quantum chemistry calculation of C39H40AsN9OS2Sc as an isolated structure, from the OMol25 dataset.

Results
charge = +3
frontier orbital gap = 6.15 eV
LUMO level = -0.312 Eh

CARTESIAN COORDINATES (ANGSTROEM)
Sc (-0.47, 0.71, -0.11)
C (0.88, 3.84, 0.00)
N (-0.39, 3.22, 0.41)
C (-1.54, 3.78, -0.29)
C (-1.81, 2.97, -1.57)
N (-1.35, 1.77, -1.85)
C (-1.86, 1.42, -3.16)
C (-1.55, 0.37, -4.03)
C (-2.22, 0.31, -5.24)
C (-3.21, 1.26, -5.56)
C (-3.48, 2.37, -4.74)
C (-2.70, 2.51, -3.54)
N (-2.62, 3.46, -2.54)
C (1.87, 2.87, -0.64)
N (1.67, 1.56, -0.82)
C (2.89, 1.02, -1.32)
C (3.21, -0.25, -1.84)
C (4.52, -0.46, -2.30)
C (5.46, 0.59, -2.30)
C (5.09, 1.89, -1.93)
C (3.80, 2.10, -1.46)
N (3.11, 3.26, -0.98)
H (0.72, 4.64, -0.72)
H (1.39, 4.33, 0.85)
H (-0.49, 3.36, 1.43)
H (-2.47, 3.66, 0.28)
H (-1.41, 4.81, -0.60)
H (-0.83, -0.44, -3.76)
H (-2.11, -0.48, -5.93)
H (-3.78, 1.15, -6.48)
H (-4.30, 3.08, -4.89)
H (-3.25, 4.30, -2.45)
H (2.51, -1.10, -1.84)
H (4.87, -1.38, -2.70)
H (6.52, 0.33, -2.52)
H (5.89, 2.57, -1.80)
H (3.34, 4.24, -1.14)
S (-1.37, -5.42, -3.67)
C (-2.68, -5.39, -4.74)
C (-3.49, -4.30, -4.61)
C (-3.00, -3.37, -3.68)
C (-1.81, -3.82, -3.11)
C (-1.03, -3.24, -2.03)
C (-1.33, -1.98, -1.54)
N (-0.54, -1.36, -0.64)
C (0.51, -2.05, -0.04)
C (0.77, -3.40, -0.41)
C (1.59, -4.21, 0.42)
C (2.24, -3.71, 1.52)
C (2.11, -2.31, 1.84)
C (2.91, -1.68, 2.78)
C (2.71, -0.32, 3.08)
C (1.62, 0.33, 2.46)
N (0.92, -0.23, 1.47)
C (1.19, -1.51, 1.05)
C (3.55, 0.46, 3.97)
C (3.74, 1.85, 3.83)
C (4.44, 2.44, 4.92)
C (4.84, 1.55, 5.83)
S (4.46, -0.06, 5.41)
C (0.04, -3.99, -1.45)
H (-2.80, -6.28, -5.35)
H (-4.44, -4.21, -5.20)
H (-3.39, -2.37, -3.40)
H (-2.18, -1.35, -1.85)
H (1.70, -5.31, 0.23)
H (2.85, -4.41, 2.19)
H (3.72, -2.20, 3.29)
H (1.40, 1.33, 2.77)
H (3.36, 2.43, 2.98)
H (4.61, 3.52, 5.00)
H (5.38, 1.78, 6.77)
H (0.20, -5.03, -1.76)
C (-3.23, -1.40, 2.68)
As (-3.48, 0.31, 1.96)
C (-4.90, 0.36, 0.63)
C (-3.58, 1.74, 3.28)
O (-2.13, 0.84, 1.03)
H (-3.35, -2.16, 1.89)
H (-3.98, -1.59, 3.45)
H (-2.23, -1.51, 3.13)
H (-5.86, 0.39, 1.14)
H (-4.74, -0.51, 0.02)
H (-4.79, 1.24, 0.05)
H (-2.64, 1.55, 3.85)
H (-4.45, 1.72, 3.94)
H (-3.66, 2.74, 2.80)
N (0.17, -1.94, 4.62)
N (0.94, -1.11, 5.55)
H (-0.17, -2.71, 5.22)
H (0.76, -2.42, 3.96)
H (0.68, -0.15, 5.27)
H (1.93, -1.15, 5.26)

***

## x
The following is a quantum chemistry calculation of C39H40AsN9OS2Sc as an isolated structure, from the OMol25 dataset.

Results
charge = +3
frontier orbital gap = 6.42 eV
LUMO level = -0.295 Eh

CARTESIAN COORDINATES (ANGSTROEM)
Sc (-0.04, -0.25, 0.76)
C (0.27, -2.51, 3.21)
N (0.91, -1.20, 2.99)
C (2.35, -1.33, 2.92)
C (2.93, -0.59, 1.74)
N (2.22, -0.04, 0.77)
C (3.19, 0.49, -0.14)
C (3.04, 1.40, -1.15)
C (4.25, 1.93, -1.64)
C (5.51, 1.54, -1.16)
C (5.70, 0.61, -0.16)
C (4.49, 0.20, 0.42)
N (4.24, -0.49, 1.59)
C (0.02, -3.18, 1.90)
N (-0.04, -2.54, 0.70)
C (-0.24, -3.58, -0.26)
C (0.20, -3.72, -1.60)
C (0.03, -4.91, -2.23)
C (-0.34, -6.09, -1.54)
C (-0.68, -6.00, -0.19)
C (-0.47, -4.79, 0.46)
N (-0.30, -4.46, 1.78)
H (-0.78, -2.43, 3.68)
H (0.85, -3.22, 3.77)
H (0.72, -0.67, 3.88)
H (2.62, -2.38, 2.77)
H (2.91, -0.94, 3.80)
H (2.09, 1.72, -1.48)
H (4.30, 2.77, -2.26)
H (6.37, 1.92, -1.78)
H (6.65, 0.24, 0.21)
H (4.95, -1.05, 2.14)
H (0.60, -2.88, -2.15)
H (0.34, -5.00, -3.26)
H (-0.41, -7.03, -2.12)
H (-1.11, -6.82, 0.36)
H (-0.34, -5.13, 2.56)
S (-5.70, -0.01, 3.41)
C (-7.29, -0.64, 3.75)
C (-7.83, -1.18, 2.66)
C (-6.99, -1.13, 1.53)
C (-5.78, -0.48, 1.74)
C (-4.71, -0.25, 0.78)
C (-3.38, -0.11, 1.22)
N (-2.37, -0.22, 0.33)
C (-2.58, -0.16, -1.05)
C (-3.94, -0.15, -1.52)
C (-4.15, -0.16, -2.95)
C (-3.12, -0.02, -3.82)
C (-1.79, 0.07, -3.36)
C (-0.68, 0.33, -4.23)
C (0.61, 0.13, -3.76)
C (0.80, -0.18, -2.39)
N (-0.19, -0.12, -1.49)
C (-1.47, -0.10, -1.95)
C (1.70, -0.03, -4.79)
C (1.73, 0.50, -6.06)
C (2.94, 0.21, -6.76)
C (3.80, -0.60, -6.03)
S (3.16, -0.91, -4.45)
C (-4.97, -0.33, -0.60)
H (-7.74, -0.53, 4.75)
H (-8.72, -1.78, 2.66)
H (-7.20, -1.46, 0.52)
H (-3.14, -0.05, 2.28)
H (-5.13, -0.35, -3.30)
H (-3.30, -0.12, -4.93)
H (-0.83, 0.62, -5.26)
H (1.79, -0.47, -2.10)
H (0.89, 0.96, -6.54)
H (3.16, 0.62, -7.75)
H (4.73, -1.05, -6.32)
H (-5.99, -0.48, -0.95)
C (-2.37, 3.55, 1.85)
As (-0.48, 3.21, 1.86)
C (0.33, 3.99, 0.23)
C (0.53, 3.80, 3.37)
O (-0.36, 1.46, 1.66)
H (-2.61, 4.24, 1.00)
H (-2.67, 3.97, 2.78)
H (-2.82, 2.56, 1.65)
H (0.87, 4.91, 0.51)
H (-0.43, 4.19, -0.50)
H (1.02, 3.25, -0.21)
H (0.29, 4.88, 3.63)
H (1.60, 3.83, 3.13)
H (0.35, 3.16, 4.23)
N (3.40, 5.37, 3.81)
N (4.27, 4.22, 3.83)
H (3.67, 6.01, 3.03)
H (3.65, 5.95, 4.63)
H (3.70, 3.39, 4.06)
H (4.72, 4.13, 2.91)

***

Most stable of them? w.

***

## w
The following is a quantum chemistry calculation of a 2-piece molecular cluster, C4H8ClN overall, from the OMol25 dataset.

Results
frontier orbital gap = 9.79 eV
LUMO level = 0.033 Eh

CARTESIAN COORDINATES (ANGSTROEM)
C (1.64, 0.96, -1.46)
C (0.69, 1.36, -2.28)
C (-0.88, 1.04, 1.26)
C (-0.84, -1.27, 1.88)
N (-1.52, -0.06, 1.52)
Cl (-1.96, 2.28, 0.74)
H (2.68, 0.98, -1.73)
H (1.40, 0.62, -0.47)
H (-0.35, 1.33, -1.98)
H (0.88, 1.74, -3.27)
H (-1.17, -1.62, 2.86)
H (-1.04, -2.05, 1.14)
H (0.24, -1.09, 1.90)
H (-2.54, -0.15, 1.46)

***

## x
The following is a quantum chemistry calculation of a 2-piece molecular cluster, C4H8ClN overall, from the OMol25 dataset.

Results
frontier orbital gap = 8.59 eV
LUMO level = 0.027 Eh

CARTESIAN COORDINATES (ANGSTROEM)
C (-1.72, 1.68, 1.44)
C (0.62, -0.24, 0.48)
C (0.77, -0.78, -1.98)
C (1.05, -0.01, -0.73)
N (-2.60, 0.78, 1.24)
Cl (2.22, 1.27, -0.95)
H (-1.66, 2.52, 0.79)
H (0.91, 0.39, 1.43)
H (-0.19, -1.02, 0.55)
H (-2.71, -0.02, 1.85)
H (0.03, 0.03, -2.50)
H (1.76, -0.96, -2.52)
H (0.22, -1.68, -1.77)
H (-3.19, 0.68, 0.39)

***

## y
The following is a quantum chemistry calculation of an isolated molecule of C4H8ClN, from the OMol25 dataset.

Results
SMILES = C/C=C/[C@H](N)Cl
frontier orbital gap = 10.61 eV
LUMO level = 0.038 Eh

CARTESIAN COORDINATES (ANGSTROEM)
C (-0.96, -0.03, 0.31)
C (0.24, -0.14, -0.20)
C (-1.53, -1.12, 1.26)
C (0.82, 1.22, -1.28)
N (2.21, 1.34, -1.19)
Cl (-0.13, 2.67, -0.91)
H (-1.69, 0.79, 0.34)
H (1.00, -0.91, -0.34)
H (-1.93, -1.83, 0.58)
H (-2.14, -0.56, 1.97)
H (-0.70, -1.67, 1.81)
H (0.69, 0.96, -2.42)
H (2.60, 2.27, -1.24)
H (2.44, 1.00, -0.25)

***

Most stable of them? y.

***

## w
The following is a quantum chemistry calculation of an isolated molecule of C7H7N3O2S, from the OMol25 dataset.

Results
SMILES = N[C@@H]1C=C[C@H](N=C=S)C=C1[N+](=O)[O-]
frontier orbital gap = 8.54 eV
LUMO level = -0.014 Eh

CARTESIAN COORDINATES (ANGSTROEM)
C (-1.27, 1.46, -0.87)
C (1.43, 0.10, -1.44)
C (0.06, -0.26, -1.86)
C (1.72, 0.08, -0.16)
C (-0.72, -1.09, -0.78)
C (0.72, -0.04, 0.90)
C (-0.55, -0.71, 0.49)
N (-0.71, 1.02, -1.81)
N (0.50, 1.29, 1.45)
N (-1.34, -1.46, 1.45)
O (-0.81, -1.84, 2.46)
O (-2.48, -1.74, 1.17)
S (-2.14, 1.66, 0.42)
H (2.19, 0.37, -2.08)
H (-0.06, -0.62, -2.97)
H (2.74, 0.27, -0.08)
H (-1.65, -1.53, -1.07)
H (1.06, -0.56, 1.71)
H (0.38, 2.03, 0.74)
H (0.92, 1.58, 2.32)

***

## x
The following is a quantum chemistry calculation of an isolated molecule of C7H7N3O2S, from the OMol25 dataset.

Results
frontier orbital gap = 8.50 eV
LUMO level = -0.003 Eh

CARTESIAN COORDINATES (ANGSTROEM)
C (-1.01, 1.11, -2.15)
C (-0.30, -0.09, -1.86)
C (-1.08, 2.09, -1.15)
C (0.28, -0.15, -0.57)
C (-0.55, 2.02, 0.13)
C (0.55, 0.60, 1.70)
C (0.71, -0.89, 2.04)
N (0.06, 0.80, 0.33)
N (2.02, 1.18, 1.69)
N (2.10, 2.21, 2.31)
O (0.82, 2.59, 4.60)
O (-0.16, 1.34, 2.57)
S (0.53, 2.71, 3.20)
H (-1.33, 1.11, -3.25)
H (-0.03, -0.74, -2.73)
H (-1.62, 2.98, -1.31)
H (1.06, -0.88, -0.34)
H (0.30, -1.07, 2.99)
H (1.76, -1.08, 2.14)
H (0.22, -1.51, 1.23)

***

Most stable of them? x.

***

## w
The following is a quantum chemistry calculation of an isolated ion of composition CH2NO3S and charge -1, from the OMol25 dataset.

Results
charge = -1
frontier orbital gap = 7.18 eV
LUMO level = 0.135 Eh

CARTESIAN COORDINATES (ANGSTROEM)
C (0.08, 0.98, 0.03)
N (-1.01, 0.33, -0.05)
O (-2.22, 1.14, 0.12)
O (-1.26, -0.89, -0.27)
O (3.08, -0.95, -0.14)
S (1.71, 0.62, 0.06)
H (2.53, -1.69, 0.09)
H (-2.92, 0.46, 0.15)

***

## x
The following is a quantum chemistry calculation of an isolated ion of composition CH2NO3S and charge -1, from the OMol25 dataset.

Results
charge = -1
frontier orbital gap = 7.61 eV
LUMO level = 0.152 Eh

CARTESIAN COORDINATES (ANGSTROEM)
C (0.16, 0.33, -0.05)
N (1.20, 1.14, -0.41)
O (3.42, -0.16, -1.04)
O (2.24, -0.97, 0.97)
O (0.44, 1.49, 0.78)
S (2.88, 0.16, 0.26)
H (-0.85, 0.36, -0.58)
H (0.31, -0.66, 0.42)

***

## y
The following is a quantum chemistry calculation of a 2-piece molecular cluster, CH2NO3S overall, from the OMol25 dataset.

Results
charge = -1
frontier orbital gap (spin up / spin down) = 6.65 / 8.96 eV
LUMO level (spin up / spin down) = 0.119 / 0.143 Eh

CARTESIAN COORDINATES (ANGSTROEM)
C (0.13, 1.55, 1.12)
N (-0.87, 0.88, 1.38)
O (1.03, -0.62, -1.26)
O (-1.21, -1.35, -2.12)
O (-0.06, -2.67, -0.43)
S (-0.21, -1.33, -1.00)
H (0.30, 2.40, 1.87)
H (0.89, 1.14, 0.44)

***

Most stable of them? y.